107
Properties=species:S:1:pos:R:3:forces:R:3 method="wB97M-V/def2-TZVPD" mol_weight_da=677.87 homo_energy_ev=-11.5 charge=+1
C -6.945940 2.132662 -0.724843 1.48 -0.79 -6.90
C -6.497773 2.068957 -1.972956 -0.72 -0.19 6.30
C -5.545611 1.909494 -3.254163 -1.57 1.00 0.63
C -4.867729 3.357165 -3.622044 2.06 -1.97 -0.12
C -3.736944 2.866818 -4.715816 1.09 1.36 -0.63
N -2.619342 3.597709 -4.667871 -2.57 -1.37 0.82
C -2.832699 4.664714 -3.635148 -0.71 2.42 0.76
C -1.612787 5.612175 -3.173321 0.05 0.40 0.00
C -1.225531 6.780621 -4.239804 0.58 0.15 -0.44
C -1.452738 6.367687 -5.781987 -0.12 -1.17 0.55
N -0.959829 7.369811 -6.783790 -1.49 -1.00 -0.37
C -3.793709 3.974455 -2.534865 -0.37 -0.01 -0.54
C -3.174650 2.790937 -1.631887 0.56 0.42 0.18
C -1.923725 3.216724 -0.703658 -0.11 -1.11 0.24
C -1.300860 1.810555 -0.110179 -0.73 0.71 0.26
C -1.339740 1.753065 1.503778 1.14 -0.28 -1.18
C -0.423583 0.457576 1.941403 -0.96 0.83 0.58
C -1.288513 -0.508915 2.917569 0.77 1.25 0.63
C -0.284708 -1.109515 4.033679 -0.90 -0.96 1.10
C -0.105348 -2.721910 4.005008 0.54 -0.19 -0.02
C -0.174384 -3.392502 2.539907 0.35 -0.83 0.48
C 1.029550 -2.964883 1.539219 -1.38 -1.13 -1.31
C 1.646241 -4.345992 0.908141 0.88 0.52 0.77
C 2.655842 -4.097649 -0.326255 -0.37 -1.19 -0.07
C 2.068194 -3.172520 -1.513684 1.46 -0.81 -0.30
C 3.025781 -3.444841 -2.822102 0.15 0.11 0.32
C 4.407291 -2.596806 -2.776974 -0.01 0.01 -0.72
C 4.205418 -0.990392 -2.835730 0.37 -0.45 -0.53
C 3.976199 -0.493984 -4.382869 0.15 0.36 0.79
C 4.898503 0.820336 -4.645331 -0.64 -0.02 -1.74
C 4.093565 1.928984 -5.556673 0.20 0.68 1.30
C 4.274901 3.377847 -4.807197 0.10 -0.69 -0.63
H -7.620176 2.044853 0.203187 1.53 0.35 -2.01
H -6.210986 1.590424 -4.145230 1.04 0.54 1.46
H -4.728089 1.094954 -3.133621 -1.53 1.47 0.22
H -5.592990 4.173187 -4.000783 1.18 -1.53 0.31
H -3.817130 1.998181 -5.472554 0.06 1.48 1.37
H -1.740262 3.496217 -5.220522 -1.14 -0.13 0.51
H -3.574155 5.377351 -4.186579 1.32 -0.91 1.00
H -0.650929 5.036928 -2.915008 -1.63 0.65 -0.42
H -1.956246 6.164188 -2.203863 0.55 -1.28 -1.67
H -0.081443 6.966389 -4.102982 -2.13 -0.11 -0.30
H -1.777019 7.780254 -4.022277 0.87 -1.82 -0.29
H -2.567106 6.123735 -5.992389 1.59 0.27 0.56
H -0.866265 5.372693 -5.949259 -0.83 1.63 0.21
H -0.819172 6.812582 -7.660008 0.06 0.85 0.94
H -1.798326 7.953178 -7.018666 1.19 -0.37 0.29
H -4.238960 4.861436 -1.920849 0.65 -1.85 -0.99
H -2.814235 1.923824 -2.306606 -0.57 1.39 0.89
H -3.975028 2.341039 -0.915261 1.22 0.92 -1.46
H -1.054307 3.721163 -1.259561 -1.66 -0.48 0.72
H -2.318731 3.893435 0.156072 0.87 -1.10 -1.50
H -1.942021 0.935698 -0.527203 1.25 1.31 0.68
H -0.209931 1.703546 -0.492495 -1.88 0.08 0.75
H -0.882700 2.746621 1.884105 -0.66 -1.69 -0.45
H -2.410398 1.690087 1.916280 1.56 -0.02 -0.79
H 0.017848 -0.084924 1.018118 -0.85 0.87 1.55
H 0.445196 0.893778 2.558058 -1.24 -0.89 -0.99
H -1.934379 -1.285751 2.372397 1.24 1.07 0.74
H -2.037050 0.194203 3.474582 1.31 -1.29 -0.99
H 0.767865 -0.642754 4.044427 -1.78 -0.49 -0.40
H -0.755810 -0.851073 5.070938 1.01 -0.47 -1.78
H -0.834234 -3.261950 4.736845 1.12 1.07 -1.44
H 0.963622 -2.939010 4.420839 -1.88 0.25 -0.69
H -0.056783 -4.543799 2.705157 -0.28 2.00 -0.18
H -1.206386 -3.277465 2.012451 1.81 0.00 1.02
H 0.515056 -2.435589 0.632812 1.18 -0.51 1.68
H 1.832426 -2.294074 2.012846 -1.21 -1.07 -0.69
H 2.246167 -4.848117 1.770649 -0.98 0.70 -1.47
H 0.815541 -5.107443 0.626164 1.22 1.58 0.33
H 3.703681 -3.756257 0.060673 -2.01 -0.23 -0.76
H 2.852160 -5.147664 -0.801420 -0.31 1.79 0.87
H 2.137803 -2.079340 -1.167398 -0.35 -1.55 -0.78
H 0.994741 -3.460069 -1.822469 1.59 0.47 0.85
H 3.337052 -4.568520 -2.870207 -0.76 1.92 0.21
H 2.417850 -3.248468 -3.792148 1.19 -0.04 1.54
H 5.001498 -2.877884 -3.743278 -0.94 0.47 1.73
H 5.102723 -2.910429 -1.895133 -1.54 0.53 -1.36
H 3.320329 -0.607314 -2.204127 1.42 -0.76 -0.83
H 5.175422 -0.514479 -2.406883 -1.70 -0.70 -0.83
H 2.860452 -0.207002 -4.545879 1.90 -0.46 0.36
H 4.188154 -1.359055 -5.125684 -0.15 1.53 1.25
H 5.841208 0.554112 -5.281003 -1.55 0.29 1.46
H 5.239656 1.315078 -3.665410 -0.64 -0.87 -1.46
H 4.484507 1.942984 -6.637489 -0.55 0.12 1.71
H 2.961410 1.731169 -5.590220 1.69 -0.01 0.01
H 3.896014 4.214067 -5.498801 0.77 -1.07 1.13
H 3.654527 3.407963 -3.825251 1.16 -0.16 -1.64
H 5.406412 3.489360 -4.562777 -2.07 0.16 -0.40
C 1.471527 -4.298731 9.345299 0.78 -0.12 0.51
C 0.949935 -3.431793 8.182282 0.69 -0.66 -0.31
C -0.526080 -3.045944 8.256501 -0.64 0.52 -0.19
F -1.340397 -4.119035 8.228202 0.15 0.18 -0.09
F -0.868460 -2.277320 7.188556 0.31 0.03 0.04
F 1.238500 -4.045811 7.007635 -0.31 0.12 0.15
F 1.684124 -2.277496 8.188296 -0.43 0.04 0.26
O 1.551606 -5.709122 9.107843 -1.59 -0.05 -0.33
C 0.368806 -6.458049 9.328539 1.24 1.01 1.12
C -0.151933 -7.123520 8.050368 -0.28 -0.41 -0.72
F -0.438229 -6.212238 7.091942 0.23 -0.05 0.28
F -1.298750 -7.806584 8.293393 0.26 0.16 0.35
F -0.553479 -5.678790 9.928749 -0.15 -0.57 -0.17
F 0.698146 -7.410786 10.233628 -0.21 -0.10 -0.58
H 2.512261 -3.998444 9.505994 -0.15 -0.07 -0.28
H 0.972128 -4.072231 10.291996 -0.19 -0.03 -0.30
H -0.739171 -2.469500 9.160721 0.16 -0.03 0.06
H 0.586053 -7.819233 7.645186 0.12 0.04 0.20

***

108
Properties=species:S:1:pos:R:3:forces:R:3 method="wB97M-V/def2-TZVPD" mol_weight_da=664.91 homo_energy_ev=-9.6 smiles="CC[C@@H](F)[C@@H]1CC(=O)O[C@@H]1COCOCCO.CCCC#N.CCCC#N.CCCC#N.CCCC#N.CCCC#N.CCCC#N"
C -1.303771 1.151225 4.452274 -0.43 0.09 -0.02
C -0.969405 1.998451 3.107178 -0.58 -1.00 0.34
C 0.097124 1.223430 2.213685 -0.27 -0.44 0.02
F -0.535465 0.997659 0.909540 0.86 0.36 1.25
C 1.439319 2.012092 1.912399 -1.68 2.02 -1.53
C 2.271342 1.522319 0.610668 -0.34 -1.24 2.12
C 3.749268 1.488325 1.208883 -0.94 -0.55 -1.77
O 4.651508 0.800016 0.719955 -1.98 2.73 2.41
O 3.743705 2.333074 2.351613 0.94 -0.91 -1.22
C 2.449915 2.432075 3.061233 0.79 -1.04 -0.31
C 2.704913 1.536998 4.355359 0.87 0.35 0.47
O 2.083639 0.246215 4.387143 0.33 0.22 -0.23
C 2.723419 -0.703037 3.514736 0.49 -0.96 -0.74
O 2.454185 -2.069767 3.890824 -1.04 1.94 -0.44
C 1.147770 -2.486918 3.453521 -0.83 -1.28 0.14
C 1.102480 -2.957508 1.897874 -0.11 -0.03 0.14
O 2.400827 -2.851407 1.258612 -1.36 0.72 0.05
H -1.462519 1.838614 5.341738 0.32 -0.82 -1.07
H -0.498262 0.393728 4.710716 -0.81 1.13 -0.32
H -2.279716 0.557175 4.330077 1.50 0.92 0.07
H -0.661999 3.069767 3.322870 -0.19 -1.36 -0.21
H -1.965921 2.036011 2.532642 1.69 0.14 0.56
H 0.254808 0.166545 2.634266 -0.11 1.65 -0.69
H 1.030262 3.032103 1.557116 0.43 -1.40 0.64
H 1.971781 0.451321 0.383232 0.51 1.35 0.02
H 2.054730 2.141137 -0.318011 0.71 -0.65 1.40
H 2.286117 3.508975 3.427226 0.46 -1.55 -0.90
H 3.843478 1.365445 4.422544 -1.57 0.48 -0.25
H 2.458396 2.176772 5.279690 -0.22 -1.43 -1.23
H 2.341259 -0.558128 2.444643 0.60 -0.05 1.30
H 3.856388 -0.588477 3.554672 -1.40 -0.04 -0.04
H 0.327038 -1.725579 3.692319 1.24 -0.78 -0.38
H 0.876179 -3.421161 4.067865 0.58 1.49 -0.74
H 0.817131 -4.057462 1.861313 0.28 1.37 0.13
H 0.288433 -2.373891 1.338985 1.21 -0.70 0.64
H 2.351783 -2.103175 0.623035 0.06 -0.73 0.52
C 2.773535 -3.590579 -4.118068 0.00 -0.03 -0.09
C 4.064724 -2.909677 -3.676279 -0.18 0.02 -0.31
C 4.171779 -2.763222 -2.156245 -0.54 0.51 -0.02
C 3.038849 -1.927784 -1.645160 -1.34 1.09 0.80
N 2.148712 -1.271551 -1.249071 2.21 -1.68 -1.13
H 1.893051 -3.007341 -3.834880 0.05 -0.04 0.07
H 2.754685 -3.699404 -5.205284 0.02 -0.03 0.07
H 2.683808 -4.586791 -3.674879 -0.04 0.07 -0.04
H 4.125059 -1.924133 -4.149011 0.09 -0.06 0.07
H 4.916202 -3.492576 -4.038060 0.02 0.08 0.17
H 5.116695 -2.283533 -1.890816 -0.17 -0.02 0.16
H 4.141439 -3.742542 -1.671769 -0.07 0.16 0.11
C -5.915213 -0.966670 0.888510 0.10 0.22 0.00
C -4.688225 -0.060391 0.868425 -0.32 -0.08 -0.01
C -3.415548 -0.767861 1.342022 -0.25 0.04 0.76
C -3.588295 -1.239127 2.755208 0.01 -0.80 1.84
N -3.723465 -1.607339 3.862277 0.31 0.98 -2.84
H -6.149359 -1.305662 1.900760 0.05 -0.03 -0.07
H -6.787240 -0.430891 0.517697 0.20 -0.05 0.11
H -5.762211 -1.847824 0.256598 -0.01 0.00 0.05
H -4.882651 0.813236 1.498506 0.12 -0.03 -0.09
H -4.533353 0.306284 -0.150364 0.14 0.02 0.10
H -2.564972 -0.082745 1.296595 0.02 -0.17 0.10
H -3.192665 -1.627104 0.703756 0.00 -0.01 0.16
C -2.816734 4.608439 5.008740 0.08 0.01 0.03
C -4.027756 5.527107 5.122396 0.34 0.04 0.06
C -5.328065 4.850490 4.682116 0.24 -0.01 -0.77
C -5.225061 4.432348 3.245521 -0.15 -0.70 -1.92
N -5.143087 4.103665 2.121488 -0.13 0.85 2.90
H -2.636414 4.307349 3.973889 -0.10 -0.02 0.06
H -1.916923 5.119996 5.359233 -0.06 -0.06 0.02
H -2.951710 3.705843 5.611696 0.02 0.05 -0.07
H -3.852135 6.422432 4.518026 -0.14 -0.05 0.06
H -4.130107 5.855562 6.160528 -0.13 -0.01 -0.09
H -6.167787 5.540696 4.792943 0.00 -0.14 -0.13
H -5.530227 3.969511 5.296841 0.00 0.00 -0.16
C -9.530998 -0.644692 -3.639831 -0.03 0.06 -0.06
C -8.126651 -1.170918 -3.363061 -0.15 0.23 -0.22
C -8.084748 -2.180310 -2.213339 -0.16 0.59 0.56
C -8.567590 -1.535471 -0.949163 -0.79 0.54 1.78
N -8.946068 -1.030287 0.040084 0.76 -1.30 -2.69
H -9.934094 -0.101804 -2.781458 0.03 -0.10 -0.02
H -9.517106 0.048205 -4.484292 -0.02 -0.08 0.04
H -10.215559 -1.462835 -3.882407 0.03 0.08 0.02
H -7.469085 -0.325513 -3.137802 0.03 -0.15 0.03
H -7.739968 -1.646513 -4.268903 0.06 -0.05 0.13
H -7.062723 -2.537035 -2.062906 -0.12 0.01 0.15
H -8.715683 -3.044371 -2.437257 0.00 0.08 0.13
C 0.824748 0.429309 -4.187031 -0.03 0.02 0.04
C 0.501339 0.752522 -5.641357 -0.07 0.15 0.33
C 1.160329 -0.217416 -6.625285 0.72 0.31 0.16
C 2.652002 -0.156887 -6.482474 2.03 -0.14 -0.02
N 3.819753 -0.109378 -6.370583 -3.01 -0.11 -0.23
H 1.895138 0.513901 -3.983746 -0.06 -0.07 -0.03
H 0.312322 1.125809 -3.519461 0.02 -0.11 -0.02
H 0.504855 -0.584924 -3.930748 0.05 0.08 0.05
H 0.822995 1.776070 -5.857484 -0.04 -0.11 -0.12
H -0.582962 0.720388 -5.781302 0.09 -0.03 -0.13
H 0.890012 0.045346 -7.650910 0.18 -0.09 0.03
H 0.825262 -1.241048 -6.438127 0.15 0.04 0.00
C 8.412688 0.064700 -2.295360 -0.01 0.05 0.02
C 9.502714 -0.853416 -2.839111 -0.02 0.33 0.19
C 8.942758 -2.110327 -3.509395 -0.23 -0.28 0.70
C 8.151627 -2.908961 -2.517347 -1.11 -1.27 1.11
N 7.533221 -3.533080 -1.738624 1.55 1.64 -2.00
H 7.825147 -0.425262 -1.514910 0.02 0.00 -0.08
H 8.855957 0.959752 -1.853251 -0.06 -0.05 -0.06
H 7.732253 0.380118 -3.091939 0.03 -0.01 0.07
H 10.169563 -1.136846 -2.018951 -0.01 -0.07 -0.14
H 10.104213 -0.300155 -3.565911 -0.01 -0.16 -0.02
H 9.758551 -2.727565 -3.893405 -0.17 -0.09 0.06
H 8.296318 -1.842280 -4.349274 -0.04 -0.09 0.11